1.
C32H64BF6O16S8Tl | wB97M-V/def2-TZVPD

Results
**E_LUMO**: -0.0245 hartree
**Orbital gap**: 8.8 eV
**Highest occupied orbital energy**: -9.4 eV

Geometry as ORCA input:
```
! RIJCOSX wB97M-V def2-TZVPD def2/J DEFGRID3
* xyz 0 1
Tl -0.386 -0.281 -1.752
F -2.089 -1.506 -1.990
F 1.429 -0.763 -1.158
B -1.581 0.650 1.058
F -2.549 1.516 0.496
F -1.335 0.944 2.433
F -1.808 -0.647 0.914
F -0.444 0.951 0.260
C -2.366 4.722 3.116
C -3.588 5.649 2.877
C -4.831 5.037 3.571
S -4.439 3.373 4.083
O -5.531 2.480 3.715
O -4.064 3.442 5.545
C -2.897 3.233 3.174
H -1.964 4.938 4.066
H -1.683 4.749 2.315
H -3.758 5.843 1.767
H -3.565 6.659 3.235
H -5.710 4.996 2.883
H -5.073 5.425 4.554
H -3.143 2.758 2.225
H -2.227 2.642 3.693
C 6.033 -2.615 1.044
C 4.856 -3.241 0.166
C 4.307 -2.105 -0.609
S 5.746 -1.431 -1.334
O 5.529 -0.041 -1.735
O 6.368 -2.424 -2.187
C 6.763 -1.559 0.230
H 6.649 -3.411 1.507
H 5.480 -2.151 1.894
H 4.231 -3.722 0.915
H 5.271 -4.005 -0.530
H 3.979 -1.270 0.026
H 3.530 -2.317 -1.397
H 6.633 -0.588 0.721
H 7.781 -1.786 -0.102
C 1.646 2.037 3.334
C 2.534 2.063 4.640
C 3.189 0.720 4.895
S 2.915 -0.281 3.398
O 2.578 -1.617 3.812
O 4.052 0.023 2.556
C 1.483 0.648 2.820
H 2.049 2.677 2.570
H 0.709 2.500 3.708
H 1.924 2.307 5.473
H 3.309 2.806 4.637
H 2.722 0.044 5.644
H 4.256 0.814 5.122
H 0.678 0.101 3.392
H 1.380 0.557 1.759
C 3.376 2.485 -0.378
C 4.302 2.598 -1.615
C 3.515 1.928 -2.703
S 1.803 2.503 -2.598
O 0.810 1.385 -2.809
O 1.521 3.678 -3.400
C 1.901 2.798 -0.827
H 3.677 3.277 0.333
H 3.551 1.531 0.151
H 5.383 2.236 -1.560
H 4.366 3.703 -1.820
H 3.422 0.799 -2.554
H 3.891 2.141 -3.684
H 1.162 2.194 -0.302
H 1.727 3.834 -0.756
C -3.612 3.544 -4.510
C -4.288 4.192 -3.257
C -3.869 3.309 -2.062
S -2.170 2.715 -2.457
O -2.089 1.237 -2.398
O -1.243 3.410 -1.570
C -2.165 3.251 -4.191
H -3.655 4.233 -5.403
H -4.128 2.585 -4.740
H -5.398 4.232 -3.384
H -3.950 5.202 -3.019
H -4.497 2.506 -1.789
H -3.830 3.949 -1.199
H -1.668 2.505 -4.821
H -1.654 4.188 -4.095
C -4.705 -2.450 1.234
C -5.220 -1.448 2.379
C -6.402 -0.638 1.806
S -6.057 -0.609 0.070
O -5.451 0.695 -0.285
O -7.265 -1.057 -0.599
C -4.658 -1.767 -0.078
H -5.394 -3.267 1.213
H -3.665 -2.763 1.500
H -4.436 -0.806 2.864
H -5.748 -1.995 3.194
H -6.353 0.351 2.223
H -7.336 -1.143 2.001
H -3.738 -1.193 -0.276
H -4.789 -2.354 -1.003
C 0.778 -3.870 2.805
C -0.658 -3.893 2.234
C -0.647 -4.817 1.013
S 1.007 -4.798 0.430
O 1.320 -3.448 0.048
O 1.355 -5.921 -0.460
C 1.670 -4.953 2.069
H 0.819 -4.192 3.874
H 1.149 -2.858 2.757
H -0.895 -2.907 1.795
H -1.520 -4.272 2.898
H -1.199 -4.377 0.151
H -0.962 -5.860 1.032
H 2.701 -4.682 2.063
H 1.644 -5.977 2.489
C 1.990 -3.721 -6.146
C 1.913 -4.667 -4.984
C 1.460 -3.850 -3.788
S 1.424 -2.088 -4.266
O 2.650 -1.415 -3.982
O 0.293 -1.509 -3.626
C 1.132 -2.454 -6.027
H 1.683 -4.367 -6.967
H 3.071 -3.457 -6.336
H 2.826 -5.308 -4.802
H 1.096 -5.380 -5.142
H 2.045 -3.942 -2.839
H 0.366 -4.058 -3.630
H 1.462 -1.612 -6.630
H 0.075 -2.595 -6.311
*
```

Here are the Mulliken charges for atoms 1 to 5, given in e: 3.0431 -0.7314 -0.7114 0.4709 -0.3947



2.
C21H20Co2NO6 | wB97M-V/def2-TZVPD

Results
**E_LUMO**: 0.1057 hartree
**Orbital gap**: 7.1 eV
**Highest occupied orbital energy**: -4.2 eV
**Relative energy (zero: lowest compared OMol25 entry of this formula, charge and spin)**: 39.4 kcal/mol

Geometry as ORCA input:
```
! RIJCOSX wB97M-V def2-TZVPD def2/J DEFGRID3
* xyz -1 1
C -1.051 -3.364 -1.384
N -0.241 -2.183 -0.984
C 0.186 -1.446 -2.190
C 1.203 -2.169 -3.061
C 2.426 -2.533 -2.235
C 2.029 -3.343 -0.992
C 0.925 -2.644 -0.186
H -1.292 -3.970 -0.495
H -1.992 -3.024 -1.821
H -0.519 -3.986 -2.120
H -0.722 -1.173 -2.737
H 0.638 -0.475 -1.895
H 0.710 -3.036 -3.497
H 1.473 -1.483 -3.871
H 3.138 -3.098 -2.852
H 2.912 -1.611 -1.883
H 1.680 -4.343 -1.272
H 2.913 -3.452 -0.342
H 1.347 -1.745 0.279
H 0.552 -3.258 0.646
O -1.642 2.185 -1.840
C -1.200 1.263 -1.217
Co 0.551 1.138 -0.319
C -1.933 -0.084 -0.847
O -2.770 -0.538 -1.605
C 1.356 2.240 -1.415
O 1.928 2.986 -2.084
C -0.279 1.338 1.562
C -0.994 2.575 1.809
C -0.286 3.801 1.755
C -0.969 5.014 1.835
C -2.362 5.027 1.965
C -3.052 3.804 2.060
C -2.389 2.577 2.003
C -0.452 0.042 1.067
C -1.575 -0.676 0.493
Co 1.075 0.267 1.948
C 2.366 0.410 0.566
O 3.483 0.287 0.219
C 1.273 -1.243 2.845
O 1.459 -2.189 3.496
C 1.609 1.310 3.207
O 1.971 1.999 4.066
H 0.792 3.778 1.597
H -0.408 5.946 1.802
H -2.914 5.968 1.954
H -4.125 3.791 2.219
H -2.916 1.618 2.118
H -1.450 -1.760 0.505
H -2.464 -0.540 1.127
*
```

Here are the natural (NBO) charges for atoms 1 to 5, given in e: -0.4317 -0.4774 -0.2294 -0.4231 -0.4029



3.
C39H25N4O5RuS2 | wB97M-V/def2-TZVPD

Results
**E_LUMO (alpha / beta)**: 0.1370 / 0.1370 hartree
**Orbital gap (alpha / beta)**: 4.9 / 5.0 eV
**Highest occupied orbital energy (alpha / beta)**: -1.2 / -1.3 eV

Geometry as ORCA input:
```
! RIJCOSX wB97M-V def2-TZVPD def2/J DEFGRID3
* xyz -2 2
Ru 0.180 -0.058 0.083
O -3.311 4.340 2.883
C -2.677 3.473 2.291
C -1.795 2.438 2.930
O -1.594 2.312 4.133
C -1.249 1.647 1.824
C -1.707 2.157 0.562
O -1.335 1.672 -0.537
C -2.646 3.273 0.804
O -3.287 3.909 -0.024
O -0.476 0.638 1.899
N 8.206 -5.297 -3.826
C 7.325 -4.705 -3.361
C 6.280 -3.986 -2.791
C 5.033 -3.864 -3.443
C 4.020 -3.145 -2.875
C 4.169 -2.473 -1.637
C 5.419 -2.615 -0.990
C 6.436 -3.348 -1.541
C 3.080 -1.694 -1.119
C 3.253 -0.549 -0.296
C 4.421 0.203 -0.036
C 4.072 1.194 0.867
C 2.711 1.028 1.131
N 2.217 0.003 0.431
C 1.732 -2.069 -1.436
C 1.223 -3.402 -1.585
C -0.126 -3.344 -1.695
C -0.516 -1.906 -1.655
N 0.727 -1.178 -1.514
H 4.893 -4.340 -4.407
H 3.081 -3.039 -3.402
H 5.566 -2.161 -0.023
H 7.385 -3.457 -1.031
H 5.378 0.059 -0.504
H 4.705 1.950 1.295
H 2.080 1.594 1.798
H 1.837 -4.286 -1.571
H -0.835 -4.147 -1.783
H -1.046 -1.591 -2.570
C -1.360 -1.378 -0.503
C -2.507 -1.433 0.002
C -3.813 -1.212 0.333
C -4.362 -1.414 1.651
C -3.548 -1.353 2.792
C -4.083 -1.527 4.051
C -5.438 -1.778 4.215
C -6.255 -1.855 3.097
C -5.728 -1.678 1.835
C -4.634 -0.710 -0.761
C -5.684 0.191 -0.556
C -6.458 0.624 -1.612
C -6.202 0.185 -2.902
C -5.138 -0.674 -3.127
C -4.365 -1.116 -2.076
H -2.497 -1.129 2.668
H -3.441 -1.450 4.918
H -5.855 -1.903 5.206
H -7.314 -2.052 3.215
H -6.374 -1.753 0.971
H -5.867 0.576 0.437
H -7.265 1.321 -1.431
H -6.812 0.531 -3.727
H -4.916 -1.003 -4.134
H -3.541 -1.792 -2.254
S 1.140 3.744 0.009
C 2.407 4.529 0.685
N 3.105 5.547 0.074
C 4.441 5.759 0.577
C 4.339 5.566 2.083
S 3.040 4.289 2.318
H 2.958 5.603 -0.924
H 4.761 6.775 0.327
H 5.162 5.044 0.149
H 4.012 6.475 2.588
H 5.266 5.211 2.527
*
```

Here are the Mulliken charges for atoms 1 to 5, given in e: 0.1941 -0.7000 0.6215 -0.1349 -0.7636



4.
C13H14NO7Ru | wB97M-V/def2-TZVPD

Results
**E_LUMO (alpha / beta)**: -0.0979 / -0.0798 hartree
**Orbital gap (alpha / beta)**: 7.0 / 7.5 eV
**Highest occupied orbital energy (alpha / beta)**: -9.7 / -9.7 eV
**Relative energy (zero: lowest compared OMol25 entry of this formula, charge and spin)**: 72.8 kcal/mol

Geometry as ORCA input:
```
! RIJCOSX wB97M-V def2-TZVPD def2/J DEFGRID3
* xyz 0 2
Ru -0.141 0.624 -1.308
O 2.297 -0.129 -0.993
C 2.564 -1.341 -1.667
C 1.413 -2.337 -1.516
N 0.153 -1.807 -2.041
C 0.151 -1.675 -3.495
C 0.764 -0.326 -4.039
O 1.298 -0.374 -5.124
O 0.608 0.683 -3.298
C -0.999 -2.537 -1.561
C -2.315 -1.633 -1.606
O -3.350 -2.195 -1.861
O -2.091 -0.430 -1.329
H 2.223 -0.290 -0.039
H 2.722 -1.074 -2.715
H 3.481 -1.802 -1.273
H 1.688 -3.272 -2.028
H 1.275 -2.545 -0.449
H 0.692 -2.497 -3.977
H -0.880 -1.673 -3.857
H -1.216 -3.439 -2.144
H -0.872 -2.800 -0.508
O -0.750 2.251 0.182
C -0.338 1.586 1.159
O 0.301 0.500 0.979
C -0.567 2.064 2.543
C -1.089 3.336 2.763
C -1.267 3.791 4.055
C -0.935 2.981 5.132
C -0.438 1.705 4.914
C -0.249 1.245 3.625
H -1.346 3.951 1.915
H -1.663 4.779 4.229
H -1.061 3.350 6.139
H -0.196 1.075 5.756
H 0.134 0.256 3.437
*
```

Here are the natural (NBO) charges for atoms 1 to 5, given in e: 1.5202 -0.7175 -0.0831 -0.2479 -0.3887



5.
C2H5N3O3 | wB97M-V/def2-TZVPD

Results
**E_LUMO**: 0.0275 hartree
**Orbital gap**: 10.2 eV
**SMILES**: [H]/N=C(\NO)O/C=N/O
**Highest occupied orbital energy**: -9.4 eV
**Relative energy (zero: lowest compared OMol25 entry of this formula, charge and spin)**: 115.3 kcal/mol

Geometry as ORCA input:
```
! RIJCOSX wB97M-V def2-TZVPD def2/J DEFGRID3
* xyz 0 1
H 1.696 -1.989 -0.979
N 0.995 -1.135 -1.069
C 0.680 -0.796 0.078
N 0.767 -1.485 1.390
O 1.316 -0.513 2.341
O 0.082 0.382 0.176
C -0.648 0.904 -0.880
N -1.431 1.801 -0.507
O -2.140 2.271 -1.591
H 1.410 -2.303 1.186
H 0.651 -0.684 3.087
H -0.814 0.376 -1.989
H -2.565 3.173 -1.243
*
```

Here are the natural (NBO) charges for atoms 1 to 5, given in e: 0.3389 -0.7044 0.6643 -0.3589 -0.5501



6.
C5H10Cl2N3O2 | wB97M-V/def2-TZVPD

Results
**E_LUMO**: -0.1537 hartree
**Orbital gap**: 8.2 eV
**Highest occupied orbital energy**: -12.4 eV
**Relative energy (zero: lowest compared OMol25 entry of this formula, charge and spin)**: 0.0 kcal/mol

Geometry as ORCA input:
```
! RIJCOSX wB97M-V def2-TZVPD def2/J DEFGRID3
* xyz 1 1
C -1.624 -0.239 0.014
C 1.130 0.305 1.449
C -2.805 -0.243 -0.889
C 1.148 -2.072 0.193
C 0.830 0.212 0.012
N 2.356 0.709 1.775
N -0.475 0.245 -0.498
N 1.813 0.612 -0.863
O -1.745 -0.618 1.194
O 0.329 -0.050 2.345
Cl 2.734 -2.217 -0.463
Cl -0.128 -2.690 -0.780
H -3.368 -1.162 -0.734
H -2.543 -0.143 -1.937
H -3.469 0.576 -0.607
H 1.079 -2.374 1.231
H 2.953 1.167 1.107
H 2.597 0.750 2.755
H -0.516 0.516 -1.475
H 1.540 0.633 -1.838
H -0.781 -0.420 1.875
H 2.689 0.101 -0.758
*
```

Here are the natural (NBO) charges for atoms 1 to 5, given in e: 0.7546 0.6312 -0.7070 -0.3599 0.2871



7.
C19H27NNi | wB97M-V/def2-TZVPD

Results
**E_LUMO (alpha / beta)**: -0.2635 / -0.2675 hartree
**Orbital gap (alpha / beta)**: 7.9 / 7.9 eV
**Highest occupied orbital energy (alpha / beta)**: -15.1 / -15.2 eV
**Relative energy (zero: lowest compared OMol25 entry of this formula, charge and spin)**: 0.0 kcal/mol

Geometry as ORCA input:
```
! RIJCOSX wB97M-V def2-TZVPD def2/J DEFGRID3
* xyz 2 1
Ni 0.164 -1.249 -0.452
C -2.362 -3.565 2.871
C -2.314 -2.813 1.532
C -3.280 -1.632 1.525
C -0.885 -2.416 1.260
C -0.031 -3.267 0.524
C 1.344 -3.016 0.359
C 1.916 -1.832 0.836
C 3.381 -1.545 0.712
C 1.030 -0.904 1.433
C -0.333 -1.205 1.688
H -3.378 -3.904 3.067
H -2.058 -2.910 3.690
H -1.704 -4.435 2.868
H -2.608 -3.510 0.743
H -3.110 -0.966 2.374
H -4.302 -1.997 1.615
H -3.209 -1.053 0.602
H -0.451 -4.168 0.094
H 1.957 -3.729 -0.177
H 3.562 -0.507 0.433
H 3.852 -2.190 -0.027
H 3.873 -1.718 1.671
H 1.428 0.044 1.770
H -0.948 -0.474 2.194
C 1.508 4.152 -1.568
N 1.336 3.253 -0.387
C 1.632 3.988 0.878
C -0.034 2.607 -0.328
C -0.282 1.668 -1.472
C -0.867 2.132 -2.654
C -1.119 1.289 -3.726
C -0.794 -0.058 -3.651
C -0.215 -0.523 -2.476
C 0.006 0.313 -1.398
H 2.513 4.564 -1.548
H 0.778 4.956 -1.497
H 1.359 3.585 -2.482
H 2.014 2.495 -0.485
H 0.906 4.791 0.988
H 2.634 4.405 0.824
H 1.558 3.306 1.721
H -0.753 3.426 -0.309
H -0.080 2.079 0.624
H -1.164 3.173 -2.726
H -1.578 1.682 -4.623
H -0.972 -0.722 -4.485
H 0.080 -1.596 -2.426
*
```

Here are the natural (NBO) charges for atoms 1 to 5, given in e: 0.9110 -0.5959 -0.2575 -0.6071 0.0061



8.
C4H3ClO2 | wB97M-V/def2-TZVPD

Results
**E_LUMO**: -0.0444 hartree
**Orbital gap**: 7.5 eV
**Highest occupied orbital energy**: -8.7 eV
**Relative energy (zero: lowest compared OMol25 entry of this formula, charge and spin)**: 149.7 kcal/mol

Geometry as ORCA input:
```
! RIJCOSX wB97M-V def2-TZVPD def2/J DEFGRID3
* xyz 0 1
C 0.478 -1.690 -0.304
C 1.697 -1.308 -0.934
C -0.059 0.339 0.794
C -1.288 0.975 0.346
O 2.842 -1.068 -1.096
O 0.549 -1.306 -1.648
Cl 0.666 0.838 2.172
H -1.499 1.961 0.772
H -1.310 0.988 -0.747
H -2.076 0.272 0.646
*
```

Here are the natural (NBO) charges for atoms 1 to 5, given in e: 0.1468 0.6367 0.0845 -0.7935 -0.5271



no.,E_tot (eV)
1,-175339.4059
2,-111127.9988
3,-81296.9608
4,-32110.8804
5,-12762.6025
6,-38950.5798
7,-62658.1940
8,-20806.9236